Here is C60H88AlN10SSi as an isolated structure at a distorted geometry from the Open Molecules 2025 dataset. Energies are from ωB97M-V with the def2-TZVPD basis set.

Last column: Mulliken charge in e.
Atoms and positions in Å:
C1 -3.17294 4.67108 5.77353  -0.837
C2 -2.45911 3.57480 4.77193  -0.153
C3 -3.42467 2.26515 4.55987  -0.227
C4 -2.59435 0.81671 4.60888  -0.502
Al1 -1.10347 0.69821 3.18466  -0.003
S1 -1.44111 -1.24037 2.02305  -0.498
C5 0.79379 0.93386 3.92776  -0.700
C6 1.83995 -0.28575 3.54125  0.373
C7 2.01598 -0.51653 1.91582  -0.110
C8 3.60879 -0.47963 1.42159  -0.819
C9 4.05133 1.05156 0.91852  0.148
C10 5.54394 1.11026 0.24360  -0.798
C11 5.60692 0.71032 -1.34527  -0.373
C12 4.99154 1.87629 -2.35781  -0.550
Si1 3.17046 1.56507 -2.89985  0.240
C13 2.09376 3.08782 -2.28227  -0.966
C14 2.46820 -0.11994 -2.17762  -0.431
C15 2.89251 1.47042 -4.80660  0.322
C16 2.18105 2.67257 -5.71833  -0.192
C17 1.91547 2.54299 -7.35333  -0.431
C18 2.38737 1.12003 -8.05390  -0.197
C19 3.12636 -0.10811 -7.19862  -0.308
C20 3.36626 0.08544 -5.56503  -0.292
H1 -2.37058 5.32679 6.32183  0.283
H2 -3.90833 4.20163 6.56127  0.258
H3 -3.84840 5.36739 5.08151  0.118
H4 -1.39531 3.23565 5.13907  0.118
H5 -2.29556 4.05335 3.69219  0.233
H6 -3.97258 2.35509 3.50650  -0.066
H7 -4.26294 2.30104 5.39521  0.278
H8 -3.41530 -0.01163 4.42400  0.160
H9 -2.19638 0.64294 5.71043  0.296
H10 -1.36442 1.93096 2.17726  -0.315
H11 -2.03339 -0.84006 0.79784  0.054
H12 0.69093 0.97913 5.10955  0.303
H13 1.22423 2.00324 3.61949  0.205
H14 1.40363 -1.26025 4.05589  0.184
H15 2.87007 -0.07606 4.08360  -0.522
H16 1.52705 -1.57923 1.68417  -0.108
H17 1.34399 0.26933 1.36522  0.298
H18 3.67527 -1.23156 0.51804  0.160
H19 4.26514 -0.87837 2.30576  0.463
H20 3.20050 1.56241 0.28901  -0.214
H21 4.12073 1.68319 1.92934  0.327
H22 6.01692 2.16872 0.45800  0.351
H23 6.23220 0.33336 0.83197  0.266
H24 6.76616 0.64783 -1.62402  0.341
H25 5.18377 -0.37491 -1.58935  0.105
H26 5.68909 1.97733 -3.32117  0.326
H27 5.06975 2.90719 -1.77787  0.302
H28 2.22340 3.25304 -1.11184  0.285
H29 2.39990 4.07441 -2.87976  0.232
H30 0.95881 2.87256 -2.57601  0.282
H31 1.40662 -0.24174 -2.68584  0.346
H32 2.29143 -0.05040 -1.01738  -0.194
H33 3.23013 -0.96218 -2.49299  0.171
H34 1.82546 3.66662 -5.16086  0.109
H35 1.38172 3.39747 -7.99167  0.235
H36 2.17825 1.01411 -9.21001  0.252
H37 3.44337 -1.12042 -7.71875  0.262
H38 3.86333 -0.76951 -4.89662  0.141
N1 -8.67765 1.86933 2.56035  0.289
C21 -8.10904 0.88016 3.31980  -0.486
C22 -6.85362 0.62453 2.81504  -0.586
C23 -6.65585 1.49430 1.71612  -0.286
C24 -7.79670 2.25373 1.58318  -0.928
H39 -9.60221 2.25584 2.69972  0.161
H40 -8.64559 0.44292 4.15115  0.419
H41 -6.15519 -0.10830 3.19778  0.444
H42 -5.77571 1.56009 1.08962  0.495
H43 -8.05685 3.03175 0.87793  0.480
N2 -7.25712 5.15343 3.21834  0.189
C25 -7.90309 5.91628 4.15606  -0.452
C26 -7.38072 7.18925 4.10243  -0.522
C27 -6.38888 7.19583 3.09275  -0.536
C28 -6.33559 5.92667 2.56140  -0.408
H44 -7.43346 4.17352 3.03856  0.211
H45 -8.67598 5.48875 4.78062  0.386
H46 -7.68234 8.02335 4.72262  0.389
H47 -5.77960 8.03609 2.78581  0.377
H48 -5.72151 5.50840 1.77507  0.384
N3 1.79347 -4.50832 2.75513  0.081
C29 3.10524 -4.13828 2.89956  -0.330
C30 3.71866 -5.05714 3.72152  -0.747
C31 2.74393 -6.01847 4.08068  -0.446
C32 1.56524 -5.65676 3.46767  -0.621
H49 1.10224 -4.01218 2.20769  0.229
H50 3.48848 -3.25431 2.40769  0.492
H51 4.75638 -5.03787 4.02824  0.536
H52 2.88663 -6.88203 4.71738  0.405
H53 0.58594 -6.11633 3.47854  0.406
N4 6.09146 -6.24462 1.32331  0.070
C33 6.66007 -7.23379 2.08276  -0.479
C34 7.91549 -7.48942 1.57800  -0.115
C35 8.11326 -6.61965 0.47908  -0.497
C36 6.97241 -5.86023 0.34614  -0.564
H54 5.16690 -5.85811 1.46269  0.209
H55 6.12352 -7.67103 2.91411  0.388
H56 8.61392 -8.22225 1.96074  0.208
H57 8.99340 -6.55387 -0.14742  0.381
H58 6.71226 -5.08221 -0.35911  0.392
N5 1.86587 3.72148 -12.61570  -0.005
C37 1.73645 3.71654 -11.25124  -0.566
C38 2.98979 3.55100 -10.70541  -0.061
C39 3.90816 3.45877 -11.77841  -0.771
C40 3.18741 3.57010 -12.94634  -0.526
H59 1.10539 3.82204 -13.27540  0.195
H60 0.76601 3.82935 -10.78678  0.369
H61 3.21814 3.50316 -9.64858  0.500
H62 4.97997 3.32613 -11.70684  0.528
H63 3.50082 3.55328 -13.98165  0.366
N6 3.73403 0.53986 9.03254  0.032
C41 2.99923 -0.55508 8.65875  -0.664
C42 3.08641 -0.67915 7.29010  -0.267
C43 3.90752 0.37465 6.82264  -0.136
C44 4.29590 1.11014 7.91998  -0.727
H64 3.84510 0.87419 9.98097  0.192
H65 2.47734 -1.14969 9.39651  0.372
H66 2.61103 -1.44650 6.69301  0.447
H67 4.18611 0.57502 5.79613  0.368
H68 4.92125 1.98892 8.00400  0.371
N7 -12.39257 2.34521 2.99013  0.007
C45 -12.44743 1.05336 3.44472  -0.570
C46 -13.52173 0.94827 4.29973  -0.439
C47 -14.14004 2.22008 4.35824  -0.454
C48 -13.42399 3.06278 3.53783  -0.498
H69 -11.70000 2.71151 2.34998  0.253
H70 -11.71835 0.32183 3.12298  0.408
H71 -13.82780 0.05209 4.82367  0.403
H72 -15.01397 2.49180 4.93608  0.421
H73 -13.55899 4.10915 3.29857  0.431
N8 -14.69016 2.76663 -1.89922  0.018
C49 -14.81958 2.76170 -0.53476  -0.894
C50 -13.56624 2.59615 0.01107  0.654
C51 -12.64787 2.50392 -1.06193  -0.587
C52 -13.36862 2.61525 -2.22986  -0.554
H74 -15.45064 2.86719 -2.55892  0.183
H75 -15.79003 2.87450 -0.07030  0.354
H76 -13.33789 2.54831 1.06790  0.053
H77 -11.57606 2.37128 -0.99036  0.422
H78 -13.05522 2.59844 -3.26517  0.368
N9 6.29634 -0.58432 -12.79524  0.028
C53 6.24148 -1.87617 -12.34066  -0.411
C54 5.16719 -1.98126 -11.48565  -0.769
C55 4.54887 -0.70945 -11.42713  0.123
C56 5.26492 0.13325 -12.24754  -0.644
H79 6.98892 -0.21802 -13.43540  0.194
H80 6.97056 -2.60770 -12.66239  0.372
H81 4.86112 -2.87744 -10.96171  0.383
H82 3.67494 -0.43773 -10.84930  0.401
H83 5.12992 1.17962 -12.48681  0.278
N10 9.96340 -10.88653 2.59724  0.036
C57 10.53202 -11.87570 3.35668  -0.549
C58 11.78743 -12.13133 2.85192  -0.322
C59 11.98520 -11.26156 1.75300  -0.570
C60 10.84435 -10.50213 1.62006  -0.250
H84 9.03884 -10.50002 2.73661  0.205
H85 9.99546 -12.31294 4.18804  0.357
H86 12.48586 -12.86415 3.23466  0.377
H87 12.86534 -11.19577 1.12650  0.367
H88 10.58420 -9.72411 0.91482  0.360

Forces on the atoms, in the same order (eV/Å):
C -0.159 0.399 -0.882
C -0.331 -0.165 -0.537
C 0.038 -0.248 -0.005
C -1.560 0.356 1.060
Al -0.328 1.058 0.502
S -0.621 -0.400 -1.570
C 1.223 -0.005 0.827
C -0.256 0.450 0.822
C -0.004 -0.565 0.710
C -1.282 0.224 -0.734
C 0.366 -0.183 1.724
C -0.154 -0.731 0.294
C 1.449 0.294 -0.454
C 1.545 0.170 0.355
Si -1.025 0.510 0.699
C -0.679 0.553 -0.292
C -0.511 0.218 -0.204
C -0.515 -0.782 -5.528
C 0.742 -2.601 -1.755
C 1.996 -3.783 2.744
C 0.509 0.645 3.402
C -1.346 3.546 2.223
C -1.832 2.902 -2.348
H -1.605 -1.155 -1.034
H 1.655 0.680 -1.494
H 1.430 -1.300 1.624
H -2.119 0.652 -0.478
H -0.236 -0.865 2.469
H 1.136 -0.210 2.220
H 1.564 -0.129 -1.643
H 1.549 1.399 0.393
H -0.847 0.425 -1.940
H -0.069 0.057 -0.297
H 0.788 -0.222 1.604
H 0.403 -0.155 -2.180
H -0.703 -2.258 0.484
H 0.948 1.817 -1.183
H -1.757 -0.544 -1.337
H 1.178 2.340 0.256
H 1.427 -1.415 0.881
H 0.167 1.447 1.650
H -1.014 0.942 -1.745
H 1.746 -1.159 1.029
H -0.244 -1.227 -2.169
H -0.945 -2.014 -0.794
H -1.509 1.609 -1.217
H -2.413 0.037 0.683
H 0.684 2.430 0.780
H -1.461 -0.260 2.090
H -0.215 -2.024 -1.246
H -0.454 -0.244 -2.571
H -0.538 -2.034 1.468
H 2.333 0.530 0.923
H 2.240 -0.109 0.969
H 0.562 -0.368 -2.301
H -1.842 1.364 0.820
H 0.900 -2.488 -1.377
H 1.352 -2.144 1.662
H 0.592 0.084 2.633
H -0.770 2.459 1.098
H -1.210 2.016 -1.821
N -0.259 0.132 0.123
C 0.125 -0.220 0.057
C -0.293 -0.143 0.313
C -0.134 0.302 -0.215
C 0.182 0.056 -0.283
H 0.455 -0.182 0.050
H 0.119 0.070 -0.125
H -0.077 0.174 -0.049
H -0.125 -0.002 0.141
H 0.053 -0.137 0.054
N -0.049 0.230 0.007
C 0.033 -0.002 -0.008
C -0.300 -0.135 0.198
C 0.174 -0.146 -0.284
C -0.020 -0.050 0.014
H 0.191 0.184 0.043
H 0.152 0.087 -0.059
H 0.044 -0.147 -0.084
H -0.082 -0.162 0.048
H -0.060 0.069 0.176
N 0.188 -0.170 0.046
C -0.073 0.055 -0.126
C 0.203 0.207 -0.226
C -0.361 -0.238 -0.016
C -0.004 0.066 -0.014
H 0.130 -0.014 0.203
H -0.077 -0.077 0.137
H -0.145 0.054 -0.013
H -0.049 0.142 -0.089
H 0.180 0.089 0.034
N 0.228 -0.085 -0.048
C -0.095 0.018 -0.033
C -0.237 -0.129 0.254
C -0.053 0.265 -0.275
C -0.026 -0.075 0.030
H 0.188 -0.067 0.111
H 0.087 0.080 -0.142
H -0.073 0.161 -0.024
H -0.150 0.014 0.099
H 0.074 -0.142 0.118
N -0.006 0.036 -0.058
C 0.040 -0.046 0.101
C -0.354 0.077 0.173
C 0.019 0.056 -0.419
C 0.075 -0.031 -0.030
H 0.317 -0.043 0.275
H 0.171 -0.031 -0.050
H -0.023 -0.004 -0.197
H -0.186 0.071 0.014
H -0.031 -0.011 0.184
N 0.062 0.028 0.145
C -0.075 -0.097 -0.102
C -0.148 -0.225 0.330
C 0.277 0.318 0.130
C 0.036 0.038 -0.141
H -0.058 -0.142 -0.421
H 0.057 0.095 -0.161
H 0.058 0.154 0.078
H -0.079 -0.012 0.195
H -0.124 -0.139 -0.052
N 0.177 -0.021 0.324
C 0.031 -0.174 0.112
C 0.325 -0.242 -0.191
C 0.014 0.399 -0.189
C -0.086 0.165 0.179
H -0.371 -0.106 0.206
H -0.134 0.084 0.055
H 0.074 0.144 -0.113
H 0.155 -0.024 -0.115
H 0.006 -0.184 0.059
N 0.007 0.037 -0.019
C 0.008 -0.019 0.092
C -0.409 0.093 0.122
C 0.025 0.026 -0.416
C 0.109 -0.038 -0.058
H 0.325 -0.037 0.273
H 0.190 -0.038 -0.036
H -0.293 -0.047 -0.493
H -0.159 0.008 -0.057
H -0.022 -0.011 0.197
N -0.018 -0.036 -0.033
C 0.030 -0.129 0.060
C 0.294 -0.228 -0.179
C -0.016 0.391 -0.140
C -0.044 0.094 0.036
H -0.298 -0.156 0.273
H -0.137 0.102 0.089
H 0.069 0.140 -0.098
H 0.161 -0.003 -0.104
H -0.046 -0.247 0.090
N 0.075 0.005 0.012
C 0.018 -0.075 0.017
C -0.235 -0.127 0.309
C -0.141 0.294 -0.231
C 0.024 0.003 -0.068
H 0.345 -0.136 -0.070
H 0.119 0.055 -0.146
H -0.132 0.122 -0.046
H -0.163 0.010 0.100
H 0.061 -0.144 0.105

The orbital gap is 6.5503 eV. Its HOMO energy is -4.904 eV. The LUMO energy comes out at 1.646 eV. For the total energy, the calculation gives -103845.4359 eV. The net charge is -1. As for the spin multiplicity: 1.